1.
ORCA calculation (ωB97M-V/def2-TZVPD) on a molecular structure, C21H53N3O7 in a non-equilibrium geometry.

Geometry (Å):
1 C -11.56332 13.13259 7.69788
2 O -11.74967 13.79008 6.48652
3 C -12.81777 14.76344 6.63801
4 C -13.12459 15.41160 5.22290
5 N -12.05804 16.44024 4.88803
6 C -12.27285 17.07383 3.61742
7 C -11.07559 17.90306 3.29988
8 O -9.90775 17.13510 2.89359
9 C -10.01464 16.61822 1.59376
10 H -12.46245 12.53360 7.84241
11 H -11.41182 13.71258 8.60825
12 H -10.70398 12.46780 7.61032
13 H -12.60187 15.50028 7.41167
14 H -13.73334 14.27408 6.97021
15 H -14.11183 15.87274 5.19480
16 H -13.22471 14.56853 4.53928
17 H -11.16561 15.98337 4.76579
18 H -13.09343 17.79000 3.66049
19 H -12.38484 16.32076 2.83739
20 H -10.82591 18.47680 4.19239
21 H -11.43287 18.63960 2.58019
22 H -10.44851 17.35021 0.91256
23 H -10.57394 15.68277 1.57930
24 H -9.01744 16.34653 1.24754
25 C -10.17609 16.15026 5.90932
26 O -9.99949 15.68575 7.25220
27 C -10.36936 16.68831 8.19951
28 C -9.72042 16.32081 9.61021
29 N -8.36319 16.79525 9.88323
30 C -7.82248 16.43376 11.20152
31 C -6.91830 15.22885 11.11388
32 O -5.78851 15.64851 10.29420
33 C -5.30449 14.56660 9.46418
34 H -9.67708 17.08440 5.65149
35 H -11.20664 16.27992 5.57878
36 H -9.59382 15.43768 5.32511
37 H -11.44771 16.56892 8.30434
38 H -10.08020 17.69789 7.90755
39 H -9.75010 15.23365 9.68296
40 H -10.35511 16.65658 10.43029
41 H -7.71428 16.43207 9.19977
42 H -8.51410 16.29145 12.03189
43 H -7.25419 17.19787 11.73188
44 H -7.48863 14.50063 10.53725
45 H -6.66286 14.70342 12.03408
46 H -4.58426 14.96966 8.75220
47 H -6.09566 14.03053 8.94000
48 H -4.73088 13.92169 10.12987
49 C -7.35749 17.48379 5.48768
50 O -6.30097 17.07413 6.39859
51 C -6.46155 15.86276 7.11233
52 C -6.05626 14.62896 6.19243
53 N -6.66847 13.41615 6.72893
54 C -6.22261 12.34702 5.88257
55 C -7.14026 11.06796 6.25333
56 O -6.52387 9.81509 5.72398
57 C -6.92379 9.68030 4.34159
58 H -7.19957 18.50023 5.12713
59 H -8.29402 17.70411 5.99999
60 H -7.48596 16.82737 4.62704
61 H -7.48938 15.81758 7.47239
62 H -5.82692 15.75111 7.99146
63 H -4.96806 14.57224 6.21906
64 H -6.38669 14.79162 5.16654
65 H -7.66996 13.40465 6.85929
66 H -5.18659 12.20033 6.18793
67 H -6.34833 12.40808 4.80157
68 H -8.21146 11.16635 6.07740
69 H -7.09780 10.87687 7.32561
70 H -6.34844 8.92057 3.81257
71 H -6.54104 10.57313 3.84717
72 H -7.98636 9.50026 4.17838
73 C -10.07262 14.63999 4.72828
74 C -9.15836 13.47012 5.04983
75 C -8.17318 13.15170 3.90264
76 O -8.53164 13.71217 6.25027
77 H -9.46157 15.48551 4.41234
78 H -10.65697 14.97549 5.58505
79 H -10.77990 14.50377 3.91017
80 H -9.77244 12.57921 5.18128
81 H -7.32186 12.55258 4.22579
82 H -7.72780 14.05181 3.47894
83 H -8.72668 12.85609 3.01138
84 H -9.19057 13.78578 6.94453

The calculation puts the largest force on an atom at 16.3 eV/Å. The calculation puts the HOMO energy at -5.82 eV.

Mulliken population analysis, charges in e, atoms 1 to 5: -0.809 -0.172 -0.247 -1.134 0.198

2.
ORCA calculation (ωB97M-V/def2-TZVPD) on a molecular structure, C21H56AsCaF6O21S7 in a non-equilibrium geometry.

Geometry (Å):
1 Ca -0.37202 0.58634 0.00483
2 As -3.87192 1.71710 -2.00076
3 F -2.39170 1.24814 -0.95824
4 F -3.52638 0.32722 -3.02465
5 F -5.22223 2.23837 -3.02999
6 F -4.13943 3.14909 -0.91760
7 F -2.82436 2.72083 -3.04674
8 F -5.02188 0.86008 -0.97452
9 O 1.61385 0.92388 -4.40861
10 S 1.08763 1.81484 -3.37880
11 O 0.45359 1.30546 -2.15982
12 O 2.32894 2.92294 -2.92061
13 C 3.24506 3.41029 -3.87490
14 C 4.39608 2.42743 -4.00469
15 C -0.03912 3.04081 -4.10875
16 H 3.46974 4.45763 -3.67317
17 H 2.75758 3.54601 -4.84033
18 H 5.34798 2.88026 -4.28206
19 H 4.09114 1.70931 -4.76588
20 H 4.54512 1.90236 -3.06120
21 H -0.49447 3.60642 -3.29583
22 H -0.66485 2.49783 -4.81709
23 H 0.61118 3.66450 -4.72212
24 O -2.08594 0.71051 1.73756
25 S -3.21658 0.34976 2.58504
26 O -3.90753 -0.92794 2.33144
27 O -2.77471 0.54784 4.12854
28 C -3.49421 0.01706 5.22299
29 C -4.85456 0.77614 5.67903
30 C -4.36810 1.70036 2.33635
31 H -2.78283 -0.16721 6.02803
32 H -3.82123 -1.00720 5.04397
33 H -4.68340 1.48947 6.48523
34 H -5.59422 0.09655 6.10230
35 H -5.49641 1.21829 4.91703
36 H -3.82005 2.64256 2.33214
37 H -5.24595 1.59234 2.97337
38 H -4.69658 1.62740 1.29959
39 O 1.61249 1.28183 0.73982
40 S 2.95328 1.24003 1.25203
41 O 3.19270 1.92790 2.53751
42 O 3.32214 -0.39796 1.44893
43 C 4.64975 -0.81616 1.90116
44 C 4.52276 -1.98814 2.81380
45 C 4.21972 1.72022 -0.12563
46 H 5.20273 -0.04357 2.43541
47 H 5.23921 -1.01272 1.00561
48 H 3.83884 -1.86302 3.65327
49 H 5.39753 -2.28940 3.39008
50 H 4.27632 -2.86435 2.21412
51 H 3.88927 2.72440 -0.39119
52 H 3.93989 1.11902 -0.99071
53 H 5.21548 1.53963 0.27928
54 O -0.54368 2.86839 -0.08977
55 S -0.18662 4.28999 -0.08429
56 O 0.76324 4.79147 0.89750
57 O 0.51562 4.76214 -1.56293
58 C 1.06295 6.04599 -1.65690
59 C 1.42276 6.42951 -3.11909
60 C -1.78674 5.26089 -0.14255
61 H 2.02167 6.10137 -1.14127
62 H 0.36755 6.83884 -1.38138
63 H 1.82604 7.43658 -3.22522
64 H 0.57401 6.59359 -3.78302
65 H 2.00329 5.67457 -3.64934
66 H -2.38925 5.00492 0.72898
67 H -2.37450 5.00083 -1.02290
68 H -1.47808 6.29826 -0.01333
69 O -1.49944 -1.33180 -0.70756
70 S -1.93032 -2.71173 -0.99845
71 O -1.44640 -3.41218 -2.20565
72 O -1.57025 -3.60859 0.27530
73 C -1.17358 -4.97903 0.07550
74 C -2.30512 -5.85670 -0.53178
75 C -3.74749 -2.82054 -0.85088
76 H -0.79534 -5.41797 0.99874
77 H -0.41365 -5.00008 -0.70563
78 H -2.71286 -5.58780 -1.50623
79 H -3.14604 -6.02813 0.14021
80 H -1.94371 -6.87332 -0.68657
81 H -4.16457 -3.27669 -1.74870
82 H -4.06374 -1.77743 -0.85228
83 H -4.02324 -3.31665 0.07967
84 O 1.51111 -2.89739 2.70726
85 S 0.60314 -1.75719 2.98111
86 O 0.37512 -0.83286 1.87807
87 O -0.86918 -2.36556 3.49975
88 C -0.94172 -3.32494 4.53677
89 C -1.21196 -4.72346 3.86999
90 C 1.18288 -0.68972 4.38388
91 H -1.80480 -3.09867 5.16286
92 H -0.00045 -3.20440 5.07303
93 H -2.15869 -4.57537 3.35049
94 H -1.22447 -5.56895 4.55781
95 H -0.40228 -4.83857 3.14939
96 H 1.71215 -1.20976 5.18235
97 H 0.32674 -0.08065 4.67397
98 H 1.88754 0.06184 4.02793
99 O 3.58243 -1.49889 -1.89849
100 S 2.25717 -1.91598 -1.43209
101 O 1.35043 -0.98720 -0.66834
102 O 1.31716 -2.55571 -2.68452
103 C 1.90115 -3.22654 -3.74537
104 C 0.86442 -3.57259 -4.76908
105 C 2.41347 -3.46063 -0.52322
106 H 2.36964 -4.16332 -3.44363
107 H 2.60286 -2.47264 -4.10220
108 H 1.44595 -4.08008 -5.53875
109 H 0.38860 -2.75947 -5.31727
110 H 0.14039 -4.32508 -4.45660
111 H 3.10793 -3.24612 0.28906
112 H 2.96159 -4.11802 -1.19813
113 H 1.44006 -3.81200 -0.18099

The calculation puts the largest force on an atom at 4.7 eV/Å. The calculation puts the HOMO energy at -13.08 eV. Its charge is +1.

Mulliken population analysis, charges in e, atoms 1 to 5: 2.971 1.996 0.031 -0.441 -0.502

3.
ORCA calculation (ωB97M-V/def2-TZVPD) on a molecular structure, C21H56AsF6O21S7 in a non-equilibrium geometry.

Geometry (Å):
1 As -22.03308 33.43610 -15.62818
2 F -23.12740 33.38034 -14.27814
3 F -22.00039 35.16579 -15.45963
4 F -20.99769 33.59924 -17.00692
5 F -22.03815 31.72805 -15.83866
6 F -23.44685 33.50900 -16.63005
7 F -20.70543 33.34097 -14.51970
8 O -28.28676 36.24883 -16.09626
9 S -27.11555 36.73977 -16.73774
10 O -26.74096 38.10859 -16.55982
11 O -25.87769 35.81704 -16.40295
12 C -25.52773 35.70304 -15.01275
13 C -24.48486 36.72411 -14.61304
14 C -27.18963 36.37651 -18.45859
15 H -25.13376 34.71076 -14.79680
16 H -26.39772 35.77132 -14.35202
17 H -24.87550 37.72860 -14.79008
18 H -23.66333 36.62854 -15.32200
19 H -24.09771 36.62308 -13.60377
20 H -28.17435 36.67067 -18.81254
21 H -27.02301 35.31435 -18.60187
22 H -26.45175 37.01370 -18.93918
23 O -26.64492 26.88816 -15.22186
24 S -25.54536 27.74612 -14.99050
25 O -24.66955 27.54434 -13.89841
26 O -24.69404 27.68386 -16.30045
27 C -23.62145 28.64722 -16.45921
28 C -24.06068 29.78253 -17.38589
29 C -26.12028 29.40993 -14.95564
30 H -22.78667 28.10592 -16.89189
31 H -23.39138 29.01729 -15.46050
32 H -24.26908 30.71422 -16.86121
33 H -25.00279 29.51462 -17.86897
34 H -23.30583 29.95395 -18.15099
35 H -26.71126 29.47889 -14.04002
36 H -26.82376 29.55864 -15.77174
37 H -25.32050 30.14262 -14.94008
38 O -23.90292 32.97763 -21.85347
39 S -22.70966 32.63413 -21.17412
40 O -22.33060 31.26278 -21.01638
41 O -21.55348 33.38064 -21.95889
42 C -20.19552 33.11650 -21.53416
43 C -19.41066 34.41016 -21.59893
44 C -22.63719 33.41171 -19.61068
45 H -19.77965 32.38454 -22.23067
46 H -20.16664 32.64113 -20.55475
47 H -19.51838 34.99298 -20.68294
48 H -19.79942 34.98947 -22.43469
49 H -18.35112 34.20184 -21.74273
50 H -22.78059 34.48057 -19.73886
51 H -21.68409 33.15740 -19.15961
52 H -23.43032 33.00995 -18.98423
53 O -17.96943 28.59587 -15.91021
54 S -17.87551 29.97377 -16.27686
55 O -16.60544 30.60578 -16.35029
56 O -18.55657 30.13953 -17.71157
57 C -19.74999 29.36794 -17.92126
58 C -20.17056 29.48265 -19.36392
59 C -18.93988 30.93659 -15.25487
60 H -20.55807 29.65108 -17.23791
61 H -19.57703 28.31308 -17.69715
62 H -20.41629 30.49913 -19.66930
63 H -21.06932 28.87950 -19.50936
64 H -19.40528 29.06058 -20.01555
65 H -18.64699 30.71068 -14.23251
66 H -19.96839 30.63939 -15.43588
67 H -18.75029 31.96437 -15.55329
68 O -27.03598 35.59059 -11.40603
69 S -26.29747 35.92054 -10.23293
70 O -26.90451 35.92201 -8.95645
71 O -25.09070 34.91574 -10.09748
72 C -24.39712 34.57331 -11.29951
73 C -23.19102 33.72888 -10.96684
74 C -25.44546 37.47171 -10.43396
75 H -24.03729 35.48649 -11.78539
76 H -25.02823 34.06902 -12.03338
77 H -22.75134 33.33914 -11.88175
78 H -23.45696 32.89305 -10.31388
79 H -22.48162 34.32248 -10.39319
80 H -24.49269 37.32014 -10.92989
81 H -25.29371 37.80671 -9.40997
82 H -26.10468 38.17945 -10.92807
83 O -21.90459 37.24582 -10.90952
84 S -20.63236 36.84489 -11.39857
85 O -19.47327 37.64133 -11.16563
86 O -20.34910 35.39281 -10.82917
87 C -19.12322 34.74634 -11.23596
88 C -18.91144 33.57896 -10.28501
89 C -20.79344 36.50918 -13.11918
90 H -18.28246 35.43487 -11.19955
91 H -19.29032 34.36049 -12.24241
92 H -17.88489 33.21588 -10.35741
93 H -19.60651 32.77421 -10.50532
94 H -19.00934 33.95340 -9.26556
95 H -21.17826 37.40307 -13.60498
96 H -21.49506 35.69371 -13.24078
97 H -19.79712 36.28534 -13.48931
98 O -18.40101 35.57516 -18.54514
99 S -17.41961 34.55412 -18.41906
100 O -16.15692 34.70742 -19.04093
101 O -17.16467 34.27938 -16.88012
102 C -17.53248 35.32783 -15.94905
103 C -16.77567 35.03067 -14.67349
104 C -18.05285 32.97848 -18.86986
105 H -18.60186 35.27653 -15.74279
106 H -17.20404 36.27541 -16.36644
107 H -16.92030 34.00673 -14.31958
108 H -17.07437 35.73165 -13.89861
109 H -15.69494 35.07810 -14.82973
110 H -17.95309 32.90435 -19.94933
111 H -19.08505 32.87810 -18.54051
112 H -17.43725 32.25585 -18.34207

The calculation puts the largest force on an atom at 1.9 eV/Å. The calculation puts the HOMO energy at -8.93 eV. Its charge is -1.

Mulliken population analysis, charges in e, atoms 1 to 5: 2.546 -0.625 -0.520 -0.569 -0.552